[1]
{
  "formula": "C22H17NO4",
  "method": "ωB97M-V with the def2-TZVPD basis set",
  "homo_ev": -8.39,
  "smiles": "CC1=NC(c2ccccc2)=C(C(=O)O)[C@H](C#Cc2ccccc2)[C@@H]1C(=O)O",
  "spin_multiplicity": 1,
  "gap_ev": 8.308,
  "charge": 0,
  "e_tot_ev": -32768.0757,
  "de_lowest_kcal_mol": 53.8,
  "elements": ["O", "O", "C", "C", "N", "O", "O", "C", "C", "C", "C", "C", "C", "C", "C", "C", "C", "C", "C", "C", "C", "C", "C", "C", "C", "C", "C", "H", "H", "H", "H", "H", "H", "H", "H", "H", "H", "H", "H", "H", "H", "H", "H", "H"],
  "positions_angstrom": [[0.2669, 2.9418, 0.3918], [-0.8359, -2.1344, -0.0142], [1.1405, -0.1328, -2.5312], [1.2170, -0.1356, -1.3258], [0.6582, -0.5570, 2.8452], [-1.5493, 1.8017, -0.3954], [0.8194, -3.7147, -0.0987], [-0.3424, 1.8852, 0.2204], [0.3394, -2.4624, 0.1794], [1.2928, -1.4966, 2.2013], [-0.0176, 0.3884, 2.1597], [0.2451, 0.6911, 0.8135], [0.1752, -0.4542, -6.6355], [-2.8003, 2.6541, 4.5514], [1.2736, 0.2905, -6.2486], [-0.6116, -1.0655, -5.6784], [-3.2693, 1.9580, 3.4191], [-1.4222, 2.6218, 4.8426], [1.6445, 0.3398, -4.8850], [-0.3349, -0.9428, -4.3269], [-2.3338, 1.1896, 2.6384], [-0.5357, 1.9322, 4.0381], [0.8365, -0.2765, -3.9232], [-0.9922, 1.1754, 2.9660], [1.9875, -2.4906, 3.0921], [1.3171, -0.1329, 0.1223], [1.4039, -1.5486, 0.7042], [-1.7362, 2.7136, -0.6444], [0.0540, -4.2231, -0.4221], [-0.0423, -0.5679, -7.6878], [-3.4428, 3.3067, 5.1043], [1.8937, 0.7719, -7.0073], [-1.4146, -1.7458, -5.8992], [-4.3213, 1.9578, 3.1462], [-1.0722, 3.1748, 5.7129], [2.5238, 0.8423, -4.6112], [-0.9294, -1.4022, -3.5576], [-2.6964, 0.6362, 1.7515], [0.5519, 2.0101, 4.2017], [1.4417, -3.4461, 3.0646], [3.0500, -2.6092, 2.8233], [1.8745, -2.1280, 4.1019], [2.2872, 0.3365, 0.3672], [2.4059, -1.9528, 0.4334]]
}



[2]
{
  "formula": "C22H18AuN7O10P",
  "method": "ωB97M-V with the def2-TZVPD basis set",
  "homo_ev": [-12.09, -12.08],
  "spin_multiplicity": 1,
  "gap_ev": [4.271, 4.259],
  "charge": 1,
  "e_tot_ev": -66971.7383,
  "elements": ["Au", "O", "C", "O", "C", "P", "C", "C", "C", "C", "C", "C", "C", "C", "C", "C", "C", "C", "H", "H", "H", "H", "H", "H", "H", "H", "H", "H", "H", "H", "O", "C", "O", "C", "C", "C", "C", "C", "C", "N", "O", "O", "N", "O", "O", "H", "H", "H", "O", "O", "N", "N", "N", "C", "N", "N", "H", "H", "H"],
  "positions_angstrom": [[0.1730, 1.1416, 1.0204], [3.7094, -1.3733, 0.9748], [2.5008, -1.1702, 1.1157], [1.8998, -0.1332, 1.4268], [1.7966, -2.5541, 0.9117], [-0.1455, -2.6006, 0.8639], [-0.3787, -3.3614, 2.4995], [-1.1771, -4.4809, 2.6894], [-1.4763, -4.8799, 3.9833], [-0.9787, -4.1703, 5.0656], [-0.1745, -3.0570, 4.8654], [0.1367, -2.6506, 3.5780], [-0.3831, -3.2141, -0.8279], [-1.4128, -4.1068, -1.1064], [-1.7644, -4.3357, -2.4258], [-1.1129, -3.6651, -3.4515], [-0.0797, -2.7849, -3.1655], [0.2967, -2.5621, -1.8498], [2.1266, -3.1869, 1.7363], [2.1815, -3.0084, -0.0015], [-1.5665, -5.0374, 1.8479], [-2.1079, -5.7429, 4.1424], [-1.2148, -4.4890, 6.0714], [0.2168, -2.5075, 5.7103], [0.7710, -1.7860, 3.4200], [-1.9437, -4.6011, -0.3045], [-2.5644, -5.0271, -2.6513], [-1.4260, -3.8125, -4.4759], [0.4408, -2.2692, -3.9610], [1.1130, -1.8793, -1.6436], [-3.4070, 2.1420, -0.9339], [-2.2730, 2.0256, -0.5419], [-1.8568, 1.5282, 0.5833], [-1.1635, 2.4809, -1.5183], [-1.0053, 3.8327, -1.7792], [0.0055, 4.2325, -2.6444], [0.8252, 3.3239, -3.2887], [0.6435, 1.9851, -2.9994], [-0.3339, 1.5479, -2.1197], [1.5458, 0.9879, -3.6037], [2.3452, 1.3828, -4.4206], [1.4301, -0.1627, -3.2166], [0.2643, 5.6691, -2.8003], [0.6446, 6.0716, -3.8701], [0.0893, 6.3458, -1.7968], [-1.6622, 4.5621, -1.3273], [1.5944, 3.6433, -3.9779], [-0.4469, 0.4869, -1.9366], [-0.4531, -1.0273, 0.8882], [-1.7048, -1.8225, 0.8921], [-0.0301, 6.2487, 2.1999], [0.5612, 5.1357, 1.7352], [1.8496, 5.0729, 1.4769], [2.0148, 3.8011, 1.1725], [0.8498, 3.1479, 1.2453], [-0.0788, 4.0215, 1.5970], [0.3773, 7.0987, 1.8396], [-1.0368, 6.1929, 2.1750], [2.9559, 3.3509, 0.9124]]
}



[3]
{
  "formula": "C22H18BCl25N4OS",
  "method": "ωB97M-V with the def2-TZVPD basis set",
  "homo_ev": -8.70,
  "spin_multiplicity": 1,
  "gap_ev": 7.567,
  "charge": 0,
  "e_tot_ev": -355682.4905,
  "elements": ["C", "C", "Cl", "C", "C", "C", "B", "O", "N", "C", "C", "C", "C", "C", "C", "N", "C", "C", "C", "C", "N", "S", "N", "C", "H", "H", "H", "H", "H", "H", "H", "H", "H", "H", "H", "H", "H", "H", "H", "H", "H", "H", "C", "Cl", "Cl", "Cl", "Cl", "C", "Cl", "Cl", "Cl", "Cl", "C", "Cl", "Cl", "Cl", "Cl", "C", "Cl", "Cl", "Cl", "Cl", "C", "Cl", "Cl", "Cl", "Cl", "C", "Cl", "Cl", "Cl", "Cl"],
  "positions_angstrom": [[-2.2624, 2.4733, -2.1811], [-1.9824, 1.6012, -3.4600], [-0.4769, 2.2009, -4.3373], [-1.9920, 0.0383, -3.2166], [-1.1488, -0.4512, -2.0001], [-1.7573, -0.9919, -0.7629], [-3.3694, -1.0948, -0.5802], [-4.1128, -1.7267, -1.6363], [-3.9942, -0.5940, 0.6378], [-5.4701, -0.4657, 0.5402], [-3.3504, 0.6331, 1.1625], [-0.8762, -1.4946, 0.3932], [-1.4771, -2.1160, 1.6978], [-2.3035, -3.3578, 1.6533], [-2.7826, -3.8822, 2.9469], [-2.5537, -3.3653, 4.1996], [-1.8005, -2.2179, 4.2014], [-1.2182, -1.5176, 3.0377], [0.5956, -1.4415, 0.3835], [1.2666, -0.9036, -0.8455], [2.6200, -0.8217, -1.0323], [2.8326, -0.1972, -2.5751], [1.2231, -0.0460, -3.0148], [0.3757, -0.4460, -2.0053], [-3.3227, 2.2865, -1.8199], [-1.4935, 2.3839, -1.3692], [-2.2662, 3.5552, -2.5262], [-2.8287, 1.8132, -4.1834], [-3.0790, -0.2731, -3.1713], [-1.5803, -0.4640, -4.1480], [-4.6130, -2.4512, -1.2057], [-5.9751, -1.3562, 0.0625], [-5.9085, -0.4102, 1.5891], [-5.7165, 0.5106, 0.0353], [-3.0003, 1.3526, 0.3643], [-4.0698, 1.1421, 1.8766], [-2.4332, 0.4083, 1.7910], [-2.5410, -3.9024, 0.6986], [-3.3857, -4.8356, 2.9026], [-1.5760, -1.7693, 5.2129], [-0.5920, -0.5891, 3.1609], [1.1800, -1.8101, 1.2726], [-0.5250, 2.7353, 2.9257], [0.4311, 1.3555, 2.3507], [0.5266, 3.8560, 3.8088], [-1.2480, 3.5709, 1.5387], [-1.8095, 2.1563, 4.0038], [5.2197, 3.5171, -1.4168], [6.6876, 3.8816, -2.3410], [4.5013, 2.0014, -2.0035], [5.6318, 3.3463, 0.3010], [4.0539, 4.8382, -1.6176], [5.9773, 1.5854, -5.8102], [5.6964, 3.2771, -6.2598], [6.3088, 0.6323, -7.2685], [7.3663, 1.4857, -4.7133], [4.5365, 0.9425, -4.9995], [-8.4592, -3.7197, 0.3603], [-6.9792, -3.4084, -0.5708], [-8.0858, -3.6708, 2.0922], [-9.6657, -2.4791, -0.0211], [-9.0973, -5.3174, -0.0638], [6.2854, -0.8730, 0.4937], [5.7910, -0.4181, -1.1460], [5.0818, -0.2843, 1.6571], [6.4063, -2.6390, 0.6112], [7.8608, -0.1461, 0.8556], [8.8904, 1.6552, 4.6900], [8.6294, 0.8946, 6.2708], [10.4342, 1.1005, 4.0149], [7.5730, 1.2072, 3.5924], [8.9285, 3.4182, 4.8813]]
}



[4]
{
  "formula": "C22H18BN3O9PS4",
  "method": "ωB97M-V with the def2-TZVPD basis set",
  "homo_ev": -6.52,
  "spin_multiplicity": 1,
  "gap_ev": 8.333,
  "charge": -1,
  "e_tot_ev": -99314.7671,
  "elements": ["S", "P", "N", "C", "C", "C", "C", "C", "S", "C", "S", "C", "C", "C", "C", "C", "C", "C", "C", "C", "S", "C", "N", "N", "C", "O", "C", "H", "H", "H", "H", "H", "H", "H", "H", "H", "H", "H", "H", "H", "H", "H", "H", "H", "H", "B", "O", "C", "O", "C", "O", "O", "O", "C", "O", "C", "O", "O"],
  "positions_angstrom": [[-1.9981, -0.3607, 3.7666], [-1.9536, -0.7639, 1.8674], [-0.7921, 0.2894, 1.0161], [0.2573, 0.7451, 1.9231], [0.2119, 2.1626, 2.3159], [1.2672, 2.6820, 3.1930], [2.3169, 1.7900, 3.6546], [2.3899, 0.3558, 3.2959], [3.7363, -0.7060, 3.8784], [1.3351, -0.1416, 2.4214], [1.2372, -1.8679, 1.8138], [0.7306, -1.5891, 0.0739], [1.2565, -2.3609, -1.0426], [0.7496, -2.0033, -2.3825], [-0.2065, -0.9032, -2.5808], [-0.7277, -0.0908, -1.4580], [-1.7108, 1.0937, -1.7032], [-3.1473, 0.9285, -1.0513], [-3.4258, 2.1483, -0.0856], [-4.4932, 1.8841, 1.0397], [-6.2128, 1.6286, 0.4109], [-6.6316, -0.1091, 0.6808], [-7.3017, -0.8039, -0.2661], [-7.4594, -2.0696, 0.1789], [-6.8856, -2.1573, 1.3998], [-6.3771, -0.9233, 1.7550], [-0.2419, -0.4878, -0.1133], [-3.2416, -0.7018, 1.2757], [-1.4838, -2.1028, 1.6525], [-0.6080, 2.8088, 1.9103], [1.2076, 3.7649, 3.4634], [3.1188, 2.2164, 4.2978], [3.2390, -1.2419, 5.0509], [1.9908, -3.1928, -0.8924], [1.1513, -2.6140, -3.2288], [-0.5154, -0.6813, -3.6266], [-1.7571, 1.3092, -2.8004], [-1.2296, 2.0033, -1.2321], [-3.8932, 1.0206, -1.8954], [-3.3064, -0.0792, -0.5974], [-3.8419, 2.9778, -0.7326], [-2.5108, 2.5717, 0.4044], [-4.2407, 1.0514, 1.7443], [-4.5305, 2.8176, 1.6758], [-6.8885, -3.0980, 1.9873], [5.4948, -0.5523, -2.4967], [5.1245, -1.7354, -3.3005], [6.2468, -2.2470, -3.8007], [6.2992, -3.2207, -4.5039], [7.4050, -1.4243, -3.3493], [8.5596, -1.6154, -3.6232], [6.9636, -0.4289, -2.5834], [4.8303, 0.6634, -3.0085], [4.0896, 1.1606, -2.0212], [3.4147, 2.1522, -2.1054], [4.2339, 0.2954, -0.8164], [3.6954, 0.4632, 0.2454], [5.0590, -0.7102, -1.0944]]
}



[5]
{
  "formula": "C22H18Cl5N2O3PPd",
  "method": "ωB97M-V with the def2-TZVPD basis set",
  "homo_ev": -15.02,
  "spin_multiplicity": 1,
  "gap_ev": 6.768,
  "charge": 2,
  "e_tot_ev": -107594.4297,
  "de_lowest_kcal_mol": 0.0,
  "elements": ["Pd", "O", "C", "O", "C", "P", "C", "C", "C", "C", "C", "C", "C", "C", "C", "C", "C", "C", "H", "H", "H", "H", "H", "H", "H", "H", "H", "H", "H", "H", "C", "N", "C", "N", "O", "H", "H", "H", "H", "H", "H", "Cl", "C", "C", "C", "Cl", "C", "Cl", "C", "Cl", "C", "Cl"],
  "positions_angstrom": [[-0.4673, 0.4947, -0.2677], [1.0689, 1.6751, -3.7683], [0.8039, 0.9851, -2.8409], [-0.1474, 1.3673, -1.9570], [1.4596, -0.3690, -2.5884], [0.6940, -1.1766, -1.1820], [1.7367, -2.1670, -0.1492], [2.7200, -1.5372, 0.6257], [3.5847, -2.3083, 1.3797], [3.4845, -3.6953, 1.3500], [2.5275, -4.3192, 0.5612], [1.6498, -3.5620, -0.1957], [-0.9000, -1.8546, -1.5211], [-1.5197, -2.6991, -0.5770], [-2.8042, -3.1504, -0.8024], [-3.4849, -2.7634, -1.9533], [-2.8919, -1.9181, -2.8816], [-1.6049, -1.4565, -2.6739], [2.5193, -0.2059, -2.3723], [1.4018, -0.9833, -3.4884], [2.8099, -0.4577, 0.6393], [4.3440, -1.8331, 1.9855], [4.1670, -4.2933, 1.9389], [2.4691, -5.3984, 0.5274], [0.9178, -4.0509, -0.8254], [-0.9886, -2.9981, 0.3174], [-3.2796, -3.8082, -0.0879], [-4.4900, -3.1254, -2.1256], [-3.4302, -1.6226, -3.7715], [-1.1511, -0.8059, -3.4105], [-3.8966, 3.1591, 1.8056], [-3.0904, 3.7611, 0.7497], [-2.1362, 3.1054, 0.0938], [-1.3701, 3.7687, -0.7897], [-1.9544, 1.8715, 0.3401], [-4.8352, 3.7016, 1.8722], [-3.3888, 3.2059, 2.7686], [-4.1066, 2.1232, 1.5575], [-3.2229, 4.7390, 0.5514], [-1.5649, 4.7276, -1.0234], [-0.8169, 3.2297, -1.4400], [-0.6636, -0.3067, 2.0139], [0.6199, 0.8916, 2.0926], [0.9344, 1.3558, 0.8502], [1.9396, 2.2768, 0.6493], [2.3878, 2.8296, -0.9078], [2.6168, 2.7235, 1.8001], [3.8707, 3.8613, 1.6207], [2.2815, 2.2468, 3.0747], [3.1198, 2.8063, 4.4455], [1.2632, 1.3000, 3.2394], [0.8145, 0.6594, 4.7508]]
}



[6]
{
  "formula": "C22H18N11O4S3Sc",
  "method": "ωB97M-V with the def2-TZVPD basis set",
  "homo_ev": [-7.56, -7.41],
  "spin_multiplicity": 1,
  "gap_ev": [6.318, 6.160],
  "charge": 0,
  "e_tot_ev": -100887.9910,
  "de_lowest_kcal_mol": 48.4,
  "elements": ["Sc", "S", "C", "C", "C", "C", "N", "C", "C", "C", "S", "C", "N", "H", "H", "S", "C", "N", "N", "C", "C", "C", "C", "C", "C", "N", "N", "C", "C", "C", "C", "C", "C", "H", "H", "H", "H", "H", "H", "H", "H", "H", "H", "H", "N", "N", "C", "N", "N", "N", "O", "O", "H", "H", "H", "H", "H", "O", "O"],
  "positions_angstrom": [[-0.4372, -0.7444, 0.1161], [2.0874, 0.1073, -0.4005], [2.4622, 1.4404, -1.4528], [3.8155, 1.7040, -1.7030], [4.2248, 2.7912, -2.4511], [5.6394, 3.0160, -2.6440], [6.7675, 3.1744, -2.7869], [3.2789, 3.6553, -3.0140], [1.9350, 3.3756, -2.8298], [1.5181, 2.2948, -2.0537], [-0.2160, 2.1723, -1.8400], [3.6760, 4.7991, -3.7963], [3.9921, 5.7100, -4.4200], [4.5606, 1.0486, -1.2740], [1.1942, 4.0070, -3.3016], [-1.8773, 0.8012, 1.6112], [-3.2559, 0.0071, 0.8902], [-4.4164, 0.6357, 0.8767], [-5.4415, 0.2274, 0.1578], [-5.5293, -0.4965, -1.0714], [-4.5296, -0.4467, -2.0368], [-4.7294, -1.0931, -3.2427], [-5.9119, -1.7820, -3.5009], [-6.9058, -1.8079, -2.5372], [-6.7175, -1.1632, -1.3205], [-3.2609, -1.3058, 0.4794], [-2.1971, -1.9724, 0.6913], [-2.3541, -3.3724, 0.3882], [-3.2161, -3.8239, -0.6006], [-3.2894, -5.1838, -0.8582], [-2.5145, -6.0837, -0.1366], [-1.6587, -5.6208, 0.8534], [-1.5749, -4.2614, 1.1140], [-6.2967, 0.6783, 0.4446], [-3.6009, 0.0756, -1.8577], [-3.9479, -1.0541, -3.9905], [-6.0555, -2.2866, -4.4464], [-7.8329, -2.3343, -2.7220], [-7.4904, -1.1899, -0.5618], [-3.8091, -3.1151, -1.1628], [-3.9520, -5.5420, -1.6349], [-2.5748, -7.1428, -0.3482], [-1.0620, -6.3183, 1.4263], [-0.9215, -3.8814, 1.8900], [0.9084, -0.0576, 2.5882], [1.9353, -0.9769, 2.8139], [2.1328, -1.9394, 1.8996], [3.2642, -2.6293, 1.8901], [1.0666, -2.1618, 1.1070], [1.2440, -2.8213, -0.0776], [0.2963, -2.5702, -0.8414], [2.1595, -3.5423, -0.3525], [1.2854, 0.8648, 2.3988], [0.2326, -0.0562, 3.3425], [2.6979, -0.7399, 3.4343], [4.0697, -2.2768, 2.3805], [3.3958, -3.2985, 1.1439], [-0.4784, 0.6228, -2.3881], [-1.3006, -0.0656, -1.4239]]
}